Arrangement w

C5H6FNO in the gas phase, computed with the ωB97M-V functional and the def2-TZVPD basis.

ORCA input file:
```
! wB97M-V def2-TZVPD RIJCOSX def2/J DEFGRID3
* xyz 0 1
C -0.62 1.03 -0.59
C 0.90 0.71 -0.54
C 1.03 -0.42 0.40
C -0.43 -0.92 0.99
C -1.34 -0.26 -0.16
H -0.99 1.43 -1.49
H 1.53 1.47 -0.40
H 0.85 -1.17 -1.26
H 1.88 -0.37 1.16
H -0.71 -0.60 2.02
H -0.61 -1.96 1.03
N 1.54 -0.48 -0.96
O -2.47 -0.54 -0.71
F -0.58 2.09 0.51
*
```

Properties
SMILES string   O=C1C[C@H]2N[C@H]2[C@@H]1F



Arrangement x

C5H6FNO in the gas phase, computed with the ωB97M-V functional and the def2-TZVPD basis.

ORCA input file:
```
! wB97M-V def2-TZVPD RIJCOSX def2/J DEFGRID3
* xyz 0 1
C -0.09 -1.15 0.13
C 0.95 -0.14 0.71
C 0.92 0.37 -0.93
C -0.52 -0.04 -0.83
C -1.04 0.87 0.22
H 0.58 -1.84 -0.32
H 1.67 -0.27 1.39
H 1.17 1.34 -1.56
H 1.44 -0.39 -1.69
H -1.12 -0.22 -1.76
H -0.54 1.02 2.30
N -0.13 0.93 1.28
O -2.19 1.27 0.23
F -1.09 -1.74 0.82
*
```

Properties
SMILES string   O=C1N[C@@H]2C[C@H]1[C@@H]2F



The structure with the most favorable energy is arrangement x; the runner-up is 9.0 kcal/mol above it.



Arrangement w

A 2-piece molecular cluster, C5H11ClN overall, computed with the ωB97M-V functional and the def2-TZVPD basis.

ORCA input file:
```
! wB97M-V def2-TZVPD RIJCOSX def2/J DEFGRID3
* xyz 1 1
C -0.33 -0.17 -0.53
C -0.84 -2.09 0.93
C -0.08 2.15 0.15
C 1.80 0.78 -0.58
C -0.50 -1.49 -0.49
N 0.35 0.94 -0.44
Cl -2.91 0.41 0.25
H -1.29 -3.00 0.74
H 0.04 -2.01 1.56
H -1.63 -1.53 1.37
H -1.03 2.47 -0.27
H 0.76 2.94 0.10
H -0.32 2.06 1.24
H 2.22 1.57 -1.26
H 2.16 -0.09 -1.00
H 2.12 0.77 0.47
H 0.50 -1.76 -0.90
H -1.01 -1.94 -1.33
*
```



Arrangement x

A 2-piece molecular cluster, C5H11ClN overall, computed with the ωB97M-V functional and the def2-TZVPD basis.

ORCA input file:
```
! wB97M-V def2-TZVPD RIJCOSX def2/J DEFGRID3
* xyz 1 1
C 1.65 0.51 -0.82
C 1.43 1.55 -1.81
C -3.13 -0.45 1.62
C 1.42 -1.20 0.79
C -2.98 -1.23 0.54
N 0.93 -0.16 -0.03
Cl -1.98 -0.83 -0.74
H 2.75 0.30 -0.77
H 0.42 1.74 -1.95
H 1.92 2.52 -1.50
H 1.85 1.16 -2.80
H -0.08 -0.14 -0.06
H -2.79 0.57 1.73
H -4.00 -0.78 2.21
H 0.64 -1.86 1.19
H 1.85 -0.72 1.64
H 2.27 -1.79 0.27
H -3.62 -2.03 0.48
*
```



The structure with the most favorable energy is arrangement x; the runner-up is 75.0 kcal/mol above it.



Arrangement w

C2H3FN4 as an isolated structure, computed with the ωB97M-V functional and the def2-TZVPD basis.

ORCA input file:
```
! wB97M-V def2-TZVPD RIJCOSX def2/J DEFGRID3
* xyz 0 1
C 1.94 -0.47 0.21
C -0.03 -0.28 -0.09
N 0.84 -1.26 0.03
N 1.76 0.81 0.33
N 0.44 0.96 0.14
N -2.33 -0.08 -0.59
F -2.79 0.29 0.58
H 2.96 -0.85 0.20
H 0.00 1.90 0.02
H -2.79 -1.03 -0.83
*
```



Arrangement x

A 2-piece molecular cluster, C2H3FN4 overall, computed with the ωB97M-V functional and the def2-TZVPD basis.

ORCA input file:
```
! wB97M-V def2-TZVPD RIJCOSX def2/J DEFGRID3
* xyz 0 1
C 2.09 -0.11 0.28
C -0.61 0.29 -0.26
N 2.85 0.01 1.14
N -1.19 1.38 -0.56
N -1.03 -0.44 0.84
N 0.52 -0.22 -1.04
F 0.45 -1.56 -1.33
H -0.75 1.91 -1.38
H -1.67 0.12 1.37
H -0.65 -1.38 0.95
*
```



The structure with the most favorable energy is arrangement x; the runner-up is 7.1 kcal/mol above it.



Arrangement w

A 4-piece molecular cluster, C3H13N2OS2 overall, computed with the ωB97M-V functional and the def2-TZVPD basis.

ORCA input file:
```
! wB97M-V def2-TZVPD RIJCOSX def2/J DEFGRID3
* xyz 1 1
S -0.65 -1.03 1.23
S -0.93 0.00 -0.36
C 2.52 0.63 0.93
C 2.78 0.30 -0.34
C 2.22 -0.88 -1.06
N 1.62 -0.40 -2.29
N -4.40 -0.34 -1.01
H -1.04 -0.12 2.15
H 3.10 1.40 1.43
H 1.68 0.19 1.45
H 3.45 0.93 -0.91
H 3.00 -1.60 -1.30
H 1.51 -1.37 -0.38
H 0.67 -0.07 -2.16
H 1.65 -1.10 -3.02
H -5.03 0.09 -0.32
H -4.78 -1.23 -1.26
H -3.49 -0.49 -0.60
H -0.49 3.20 1.40
H -0.36 1.78 0.79
O 0.02 2.38 1.44
*
```



Arrangement x

A 4-piece molecular cluster, C3H13N2OS2 overall, computed with the ωB97M-V functional and the def2-TZVPD basis.

ORCA input file:
```
! wB97M-V def2-TZVPD RIJCOSX def2/J DEFGRID3
* xyz 1 1
S 0.91 1.35 -0.52
S 1.26 -0.20 0.83
C -2.30 1.05 -1.17
C -2.57 0.24 -0.11
C -1.86 0.28 1.17
N -1.94 -1.06 1.75
N 4.57 -0.04 -0.07
H 1.70 0.87 -1.50
H -2.62 0.93 -2.20
H -1.53 1.81 -1.06
H -3.29 -0.57 -0.13
H -2.47 0.95 1.82
H -0.86 0.71 1.19
H -1.11 -1.36 2.25
H -2.68 -1.12 2.46
H 5.20 -0.83 -0.09
H 3.69 -0.08 0.43
H 5.00 0.87 0.01
H 0.64 -1.56 -2.33
H 0.32 -1.14 -0.91
O -0.05 -1.12 -1.81
*
```



The structure with the most favorable energy is arrangement w; the runner-up is 22.2 kcal/mol above it.



Arrangement w

C3H4N4 in the gas phase, computed with the ωB97M-V functional and the def2-TZVPD basis.

ORCA input file:
```
! wB97M-V def2-TZVPD RIJCOSX def2/J DEFGRID3
* xyz 0 1
C 0.03 1.70 0.47
C 0.30 0.62 1.45
C -0.08 1.07 -0.71
N 0.40 -0.49 0.81
N -0.07 -2.79 -0.66
N -0.26 -1.18 -1.29
N 0.13 -0.32 -0.45
H -0.05 2.71 0.85
H 0.44 0.80 2.54
H -0.25 1.31 -1.78
H -0.59 -3.43 -1.23
*
```

Properties
SMILES string   [H]/N=N/n1cccn1



Arrangement x

A 2-piece molecular cluster, C3H4N4 overall, computed with the ωB97M-V functional and the def2-TZVPD basis.

ORCA input file:
```
! wB97M-V def2-TZVPD RIJCOSX def2/J DEFGRID3
* xyz 0 1
C -0.76 -1.32 0.09
C -0.79 0.10 0.25
C 0.72 1.75 -1.77
N 0.11 -1.81 0.96
N 0.54 -0.72 1.60
N 1.81 1.45 -1.97
N 0.05 0.42 1.24
H -1.14 -1.95 -0.67
H -1.43 0.90 -0.30
H -0.31 1.98 -1.73
H 1.21 -0.81 2.29
*
```

Properties
SMILES string   c1cn[nH]n1.C#N



Arrangement y

C3H4N4 in the gas phase, computed with the ωB97M-V functional and the def2-TZVPD basis.

ORCA input file:
```
! wB97M-V def2-TZVPD RIJCOSX def2/J DEFGRID3
* xyz 0 1
C 1.13 -0.96 1.28
C 0.22 -0.19 0.30
C -1.21 1.06 -1.42
H 2.12 -1.06 0.74
H 0.67 -1.88 1.53
H 1.17 -0.34 2.14
H -1.78 1.77 -2.14
N -0.98 0.43 0.69
N -1.69 1.08 -0.20
N -0.19 0.35 -1.90
N 0.54 -0.27 -1.00
*
```

Properties
SMILES string   Cc1nncnn1



The structure with the most favorable energy is arrangement x; the runner-up is 13.9 kcal/mol above it.



Arrangement w

A 3-piece molecular cluster, C4H16NO2 overall, computed with the ωB97M-V functional and the def2-TZVPD basis.

ORCA input file:
```
! wB97M-V def2-TZVPD RIJCOSX def2/J DEFGRID3
* xyz 1 1
C 3.00 1.29 -1.61
C 1.71 0.56 -1.29
C 1.99 -0.61 -0.30
C 1.04 -1.83 -0.31
N 0.64 1.56 -0.85
H 3.85 0.59 -1.96
H 3.52 1.52 -0.67
H 2.79 1.95 -2.36
H 1.34 0.14 -2.31
H 2.92 -1.00 -0.49
H 1.90 -0.12 0.71
H 1.36 -2.62 0.30
H -0.01 -1.66 0.13
H 1.05 -2.10 -1.28
H -0.24 1.02 -0.59
H 1.01 1.89 0.05
H 0.52 2.34 -1.53
H -6.09 -1.17 3.10
H -5.91 0.07 2.21
O -5.45 -0.77 2.47
H -2.15 -0.66 0.75
H -1.51 -0.49 2.07
O -1.47 -0.12 1.14
*
```



Arrangement x

A 3-piece molecular cluster, C4H16NO2 overall, computed with the ωB97M-V functional and the def2-TZVPD basis.

ORCA input file:
```
! wB97M-V def2-TZVPD RIJCOSX def2/J DEFGRID3
* xyz 1 1
C -0.90 1.22 -0.01
C -0.08 1.71 1.27
C -0.94 1.88 2.47
C 1.19 0.80 1.47
N -0.09 0.42 -1.00
H -1.74 0.66 0.40
H -1.30 2.12 -0.47
H 0.39 2.64 0.90
H -0.86 1.16 3.29
H -0.80 2.81 3.03
H -2.01 1.84 2.24
H 0.96 -0.24 1.65
H 1.57 1.34 2.34
H 1.93 0.92 0.68
H -0.55 0.31 -1.90
H 0.78 0.94 -0.97
H 0.03 -0.51 -0.62
H 2.09 -1.09 -2.92
H 0.73 -1.64 -2.99
O 1.19 -0.80 -2.80
H -1.30 -4.23 -0.13
H -0.09 -4.84 -0.92
O -0.54 -4.03 -0.67
*
```



The structure with the most favorable energy is arrangement x; the runner-up is 11.4 kcal/mol above it.



Arrangement w

A 3-piece molecular cluster, C4H16NO2 overall, computed with the ωB97M-V functional and the def2-TZVPD basis.

ORCA input file:
```
! wB97M-V def2-TZVPD RIJCOSX def2/J DEFGRID3
* xyz 1 1
C 0.37 -2.14 -2.40
C 0.54 -1.08 -1.31
N -0.82 -0.68 -0.73
C -1.27 0.63 -1.30
C -0.56 1.76 -0.58
H 0.74 -3.10 -2.03
H 0.96 -1.90 -3.28
H -0.64 -2.41 -2.71
H 1.09 -1.47 -0.46
H 1.09 -0.26 -1.64
H -0.70 -0.64 0.29
H -1.46 -1.41 -1.03
H -2.33 0.77 -1.25
H -1.16 0.64 -2.38
H -1.11 2.01 0.32
H 0.43 1.53 -0.18
H -0.55 2.61 -1.25
H 2.40 1.82 4.55
H 1.39 1.37 5.57
O 1.73 1.15 4.70
H -0.82 0.29 2.32
H 0.62 0.43 2.73
O 0.07 0.06 2.04
*
```



Arrangement x

A 3-piece molecular cluster, C4H16NO2 overall, computed with the ωB97M-V functional and the def2-TZVPD basis.

ORCA input file:
```
! wB97M-V def2-TZVPD RIJCOSX def2/J DEFGRID3
* xyz 1 1
C -0.99 1.62 -2.11
C -1.57 0.16 -1.61
N -0.75 -0.54 -0.41
C -1.42 -1.37 0.77
C -2.19 -0.45 1.68
H -1.37 2.33 -2.88
H 0.07 1.43 -2.25
H -1.01 2.34 -1.20
H -2.35 0.41 -1.03
H -1.82 -0.37 -2.59
H -0.36 0.31 0.07
H 0.15 -1.07 -0.75
H -0.51 -1.64 1.33
H -1.90 -2.29 0.30
H -3.11 0.07 1.17
H -2.75 -0.86 2.51
H -1.44 0.31 1.98
H 3.05 -0.79 -1.04
H 2.56 0.42 -0.19
O 2.26 -0.31 -0.70
H 4.85 -0.65 2.20
H 5.73 0.63 2.66
O 4.88 0.32 2.07
*
```



The structure with the most favorable energy is arrangement w; the runner-up is 49.1 kcal/mol above it.



Arrangement w

A 2-piece molecular cluster, C3H8IN overall, computed with the ωB97M-V functional and the def2-TZVPD basis.

ORCA input file:
```
! wB97M-V def2-TZVPD RIJCOSX def2/J DEFGRID3
* xyz 0 1
C -1.41 -0.75 0.44
C 0.61 1.49 -0.65
C -0.08 -1.50 0.42
N 1.42 0.31 -0.61
I 2.96 0.13 0.76
H -1.45 -0.18 -0.54
H -2.16 -1.49 0.33
H -1.59 0.08 1.16
H -0.26 1.44 -1.34
H 0.24 1.90 0.29
H 1.09 2.25 -1.23
H 0.45 -1.55 1.33
H 0.17 -2.14 -0.35
*
```



Arrangement x

A 2-piece molecular cluster, C3H8IN overall, computed with the ωB97M-V functional and the def2-TZVPD basis.

ORCA input file:
```
! wB97M-V def2-TZVPD RIJCOSX def2/J DEFGRID3
* xyz 0 1
C 0.75 0.88 -0.55
C -0.43 -1.29 -0.34
C -0.43 0.21 0.08
N -1.69 0.70 -0.51
I -3.42 0.02 0.33
H 1.67 0.29 -0.44
H 0.82 1.01 -1.72
H 0.99 1.80 -0.15
H 0.64 -1.61 -0.34
H -0.88 -1.42 -1.33
H -1.01 -1.91 0.47
H -0.46 0.24 1.26
H -1.80 2.28 -0.35
*
```



The structure with the most favorable energy is arrangement x; the runner-up is 20.0 kcal/mol above it.



Arrangement w

C4H8FN3 in the gas phase, computed with the ωB97M-V functional and the def2-TZVPD basis.

ORCA input file:
```
! wB97M-V def2-TZVPD RIJCOSX def2/J DEFGRID3
* xyz 0 1
C 3.08 -0.54 1.17
C -0.17 -0.71 1.01
C -1.31 0.39 -0.66
C -2.05 1.46 -0.96
H 2.71 0.19 1.91
H 3.92 -1.06 1.59
H 3.43 0.03 0.29
H 2.42 -2.29 0.33
H 1.13 -0.33 -0.54
H -0.10 -1.16 1.98
H -0.84 -0.16 -1.47
H -2.59 2.10 -0.24
N 2.04 -1.53 0.92
N 0.93 -0.98 0.24
N -1.23 -0.07 0.66
F -2.17 1.90 -2.22
*
```

Properties
SMILES string   CNN/C=N\C=C\F



Arrangement x

C4H8FN3 in the gas phase, computed with the ωB97M-V functional and the def2-TZVPD basis.

ORCA input file:
```
! wB97M-V def2-TZVPD RIJCOSX def2/J DEFGRID3
* xyz 0 1
C -0.87 1.66 0.00
C -0.73 -0.82 0.00
C -2.03 -1.09 0.00
C 1.28 0.47 0.00
H -1.50 1.71 -0.88
H -0.17 2.50 0.01
H -1.51 1.70 0.89
H -0.04 -1.65 0.02
H -2.41 -2.10 0.01
H 1.69 1.48 0.00
H 3.82 -0.66 -0.78
H 3.79 -0.65 0.81
N -0.09 0.43 0.00
N 2.02 -0.57 -0.01
N 3.41 -0.19 0.00
F -2.99 -0.15 0.00
*
```

Properties
SMILES string   CN(/C=C\F)/C=N/N



Arrangement y

C4H8FN3 in the gas phase, computed with the ωB97M-V functional and the def2-TZVPD basis.

ORCA input file:
```
! wB97M-V def2-TZVPD RIJCOSX def2/J DEFGRID3
* xyz 0 1
C 0.85 -0.16 1.39
C 1.04 -0.96 0.19
C -0.34 -0.67 0.67
C -1.58 0.26 -2.27
H 2.13 1.36 1.71
H 0.39 1.78 1.96
H 0.94 -0.85 2.28
H 1.52 -1.97 0.44
H -0.92 -1.54 0.93
H -0.63 1.07 -0.43
H -1.80 -0.14 -3.22
H -1.41 1.31 -2.51
N 1.11 1.25 1.29
N -1.20 0.18 -0.14
N -1.55 -0.48 -1.24
F 1.45 -0.45 -1.06
*
```

Properties
SMILES string   C=NN[C@@H]1[C@H](N)[C@@H]1F



The structure with the most favorable energy is arrangement x; the runner-up is 3.7 kcal/mol above it.